(a)
# C24H29N3O3

The molecule C24H29N3O3 (ωB97M-V/def2-TZVPD, the OMol25 dataset).

Bonds (Å) are listed after each position.
Positions of all 59 atoms, in Å:
1 C 3.67869 -0.57634 7.02231  O2 1.408, H31 1.095, H32 1.089, H33 1.095
2 O 2.54384 -1.32954 6.66706  C1 1.408, C3 1.358
3 C 2.09556 -1.27138 5.38676  O2 1.358, C4 1.394, C30 1.398
4 C 2.67255 -0.51423 4.36884  C3 1.394, C5 1.379, H34 1.079
5 C 2.12787 -0.53401 3.10182  C4 1.379, C6 1.396, H35 1.078
6 C 0.99949 -1.30253 2.80852  C5 1.396, C7 1.443, C29 1.399
7 C 0.45243 -1.30550 1.47345  C6 1.443, N8 1.284, C28 1.516
8 N 0.95518 -0.61516 0.51408  C7 1.284, N9 1.346
9 N 0.24880 -0.80377 -0.61648  N8 1.346, C10 1.361, C19 1.477
10 C 0.55382 -0.23013 -1.81267  N9 1.361, O11 1.212, C12 1.519
11 O -0.10655 -0.46671 -2.80090  C10 1.212
12 C 1.76693 0.68020 -1.73473  C10 1.519, N13 1.443, H36 1.107, H37 1.094
13 N 2.07247 1.31774 -2.99302  C12 1.443, C14 1.450, C18 1.452
14 C 3.39329 1.91651 -2.98938  N13 1.450, C15 1.525, H38 1.094, H39 1.108
15 C 3.74933 2.40501 -4.38985  C14 1.525, C16 1.524, H40 1.091, H41 1.092
16 C 2.72370 3.42875 -4.86178  C15 1.524, C17 1.524, H42 1.092, H43 1.093
17 C 1.33592 2.80380 -4.78242  C16 1.524, C18 1.524, H44 1.090, H45 1.091
18 C 1.06826 2.29605 -3.37029  N13 1.452, C17 1.524, H46 1.090, H47 1.108
19 C -0.91763 -1.68969 -0.42580  N9 1.477, C20 1.505, C28 1.537, H48 1.094
20 C -2.18787 -0.93355 -0.70618  C19 1.505, C21 1.384, C27 1.392
21 C -3.11356 -1.39951 -1.62347  C20 1.384, C22 1.384, H49 1.080
22 C -4.27751 -0.69728 -1.88529  C21 1.384, C23 1.390, H50 1.078
23 C -4.52808 0.50057 -1.22653  C22 1.390, O24 1.362, C26 1.396
24 O -5.63393 1.27555 -1.40445  C23 1.362, C25 1.407
25 C -6.59495 0.86768 -2.34718  O24 1.407, H51 1.089, H52 1.095, H53 1.095
26 C -3.59512 0.97583 -0.30320  C23 1.396, C27 1.377, H54 1.079
27 C -2.44246 0.26707 -0.04913  C20 1.392, C26 1.377, H55 1.081
28 C -0.76000 -2.10881 1.04476  C7 1.516, C19 1.537, H56 1.091, H57 1.091
29 C 0.42688 -2.05920 3.83621  C6 1.399, C30 1.375, H58 1.079
30 C 0.96577 -2.04299 5.10147  C3 1.398, C29 1.375, H59 1.079
31 H 4.56022 -0.88438 6.45119  C1 1.095
32 H 3.84651 -0.77799 8.07901  C1 1.089
33 H 3.50949 0.49590 6.88151  C1 1.095
34 H 3.54508 0.09184 4.55546  C4 1.079
35 H 2.57056 0.04914 2.30993  C5 1.078
36 H 1.58999 1.40517 -0.91652  C12 1.107
37 H 2.61575 0.05802 -1.43523  C12 1.094
38 H 4.11587 1.15986 -2.67045  C14 1.094
39 H 3.45098 2.76443 -2.27870  C14 1.108
40 H 3.74452 1.55061 -5.06781  C15 1.091
41 H 4.75211 2.83707 -4.38220  C15 1.092
42 H 2.94346 3.74431 -5.88354  C16 1.092
43 H 2.76592 4.31241 -4.21926  C16 1.093
44 H 1.27682 1.95923 -5.46949  C17 1.090
45 H 0.56959 3.53011 -5.05912  C17 1.091
46 H 0.09207 1.81189 -3.33617  C18 1.090
47 H 1.06203 3.14979 -2.66329  C18 1.108
48 H -0.82796 -2.53128 -1.11930  C19 1.094
49 H -2.92386 -2.32128 -2.15268  C21 1.080
50 H -4.97284 -1.09078 -2.60964  C22 1.078
51 H -7.36609 1.63646 -2.33331  C25 1.089
52 H -6.16828 0.80154 -3.35308  C25 1.095
53 H -7.04077 -0.09530 -2.07691  C25 1.095
54 H -3.79836 1.90928 0.19746  C26 1.079
55 H -1.72604 0.65458 0.66176  C27 1.081
56 H -0.57526 -3.17815 1.15539  C28 1.091
57 H -1.63904 -1.84342 1.63405  C28 1.091
58 H -0.44583 -2.66359 3.64245  C29 1.079
59 H 0.53055 -2.62325 5.89971  C30 1.079

Calculated values
- LUMO level: 0.553 eV
- 2S+1: 1
- M: 407.51 g/mol
- Total charge: 0
- HOMO energy: -7.818 eV

---

(b)
# C24H29N3O3

The molecule C24H29N3O3 (ωB97M-V/def2-TZVPD, the OMol25 dataset).

Bonds (Å) are listed after each position.
Positions of all 59 atoms, in Å:
1 O 3.35802 2.79979 0.64020  C2 1.407, H31 0.964
2 C 2.24778 3.35617 1.30203  O1 1.407, C3 1.544, H32 1.100, H33 1.092
3 C 1.18754 2.32593 1.74600  C2 1.544, N4 1.444, H34 1.096, H35 1.095
4 N 0.27378 1.80371 0.75746  C3 1.444, C5 1.451, C18 1.449
5 C -0.64423 2.77073 0.18419  N4 1.451, C6 1.539, H36 1.092, H37 1.097
6 C -2.01458 2.14236 -0.12696  C5 1.539, O7 1.413, C8 1.544, H38 1.103
7 O -1.91488 1.31523 -1.26853  C6 1.413, H39 0.966
8 C -2.52955 1.35550 1.09751  C6 1.544, N9 1.434, H40 1.093, H41 1.091
9 N -3.73276 0.63577 0.79563  C8 1.434, C10 1.370, C17 1.371
10 C -4.99721 1.16188 0.81223  N9 1.370, C11 1.360, H42 1.074
11 C -5.90120 0.24400 0.37509  C10 1.360, C12 1.422, H43 1.072
12 C -5.17105 -0.93340 0.05258  C11 1.422, C13 1.395, C17 1.417
13 C -5.52742 -2.19071 -0.43543  C12 1.395, C14 1.376, H44 1.080
14 C -4.53679 -3.12345 -0.63910  C13 1.376, C15 1.398, H45 1.080
15 C -3.19747 -2.83270 -0.36263  C14 1.398, C16 1.378, H46 1.080
16 C -2.81438 -1.60096 0.12079  C15 1.378, C17 1.391, H47 1.080
17 C -3.80914 -0.64988 0.32481  N9 1.371, C12 1.417, C16 1.391
18 C 0.79964 0.81495 -0.16170  N4 1.449, C19 1.539, H48 1.095, H49 1.092
19 C 1.55820 1.31234 -1.40544  C18 1.539, O20 1.409, C21 1.551, H50 1.095
20 O 0.72068 1.90423 -2.37097  C19 1.409, H51 0.968
21 C 2.32207 0.12424 -2.04671  C19 1.551, N22 1.434, H52 1.093, H53 1.094
22 N 3.33052 -0.40387 -1.17510  C21 1.434, C23 1.367, C30 1.369
23 C 4.51717 0.21708 -0.89968  N22 1.367, C24 1.362, H54 1.073
24 C 5.20195 -0.46524 0.05928  C23 1.362, C25 1.422, H55 1.072
25 C 4.40093 -1.58283 0.42054  C24 1.422, C26 1.395, C30 1.419
26 C 4.55478 -2.63053 1.32855  C25 1.395, C27 1.376, H56 1.080
27 C 3.55179 -3.56646 1.43308  C26 1.376, C28 1.398, H57 1.080
28 C 2.39808 -3.48208 0.64818  C27 1.398, C29 1.378, H58 1.080
29 C 2.21950 -2.46097 -0.25927  C28 1.378, C30 1.391, H59 1.080
30 C 3.22616 -1.50697 -0.37166  N22 1.369, C25 1.419, C29 1.391
31 H 3.75336 2.11536 1.19287  O1 0.964
32 H 2.58205 3.90911 2.19244  C2 1.100
33 H 1.81205 4.06817 0.59814  C2 1.092
34 H 1.70358 1.47116 2.19775  C3 1.096
35 H 0.57968 2.79676 2.52624  C3 1.095
36 H -0.80722 3.55927 0.92180  C5 1.092
37 H -0.26384 3.23112 -0.73542  C5 1.097
38 H -2.72148 2.95989 -0.34783  C6 1.103
39 H -2.74724 0.83823 -1.38012  O7 0.966
40 H -2.71790 2.05776 1.91311  C8 1.093
41 H -1.75446 0.65442 1.41214  C8 1.091
42 H -5.15618 2.16822 1.15154  C10 1.074
43 H -6.96111 0.37869 0.29306  C11 1.072
44 H -6.56156 -2.41998 -0.64489  C13 1.080
45 H -4.79124 -4.10272 -1.01688  C14 1.080
46 H -2.44908 -3.59282 -0.53100  C15 1.080
47 H -1.77732 -1.38874 0.33507  C16 1.080
48 H -0.04417 0.21180 -0.51344  C18 1.095
49 H 1.46166 0.16567 0.41534  C18 1.092
50 H 2.29221 2.07436 -1.12413  C19 1.095
51 H -0.15754 1.50061 -2.31459  O20 0.968
52 H 1.61535 -0.66871 -2.30367  C21 1.093
53 H 2.78513 0.48458 -2.97025  C21 1.094
54 H 4.78708 1.11643 -1.41863  C23 1.073
55 H 6.16500 -0.21583 0.45874  C24 1.072
56 H 5.44712 -2.69978 1.93333  C26 1.080
57 H 3.65090 -4.38529 2.13070  C27 1.080
58 H 1.63196 -4.23570 0.75736  C28 1.080
59 H 1.32337 -2.40961 -0.86032  C29 1.080

Calculated values
- LUMO level: 0.643 eV
- 2S+1: 1
- M: 407.51 g/mol
- Total charge: 0
- HOMO energy: -7.879 eV

---

(c)
# C24H29N3O3

A cluster of 2 separate species, C24H29N3O3 in total (ωB97M-V/def2-TZVPD, the OMol25 dataset).

Bonds (Å) are listed after each position.
Positions of all 59 atoms, in Å:
1 C 5.72576 0.45538 0.81967  C2 1.463, H6 1.093, H7 1.092, H8 1.092
2 C 4.72847 1.43534 0.38986  C1 1.463, N3 1.375, H9 1.073
3 N 4.25587 1.42995 -0.90156  C2 1.375, O4 1.256, O5 1.256
4 O 3.36392 2.25311 -1.22409  N3 1.256
5 O 4.72350 0.60390 -1.72437  N3 1.256
6 H 5.94863 0.53241 1.88729  C1 1.093
7 H 5.36384 -0.55506 0.61809  C1 1.092
8 H 6.65780 0.58200 0.26397  C1 1.092
9 H 4.32741 2.16877 1.06223  C2 1.073
10 C -4.76514 0.39692 0.42513  N11 1.452, H35 1.088, H36 1.088, H37 1.089
11 N -3.45719 0.04782 -0.09970  C10 1.452, C12 1.379, C32 1.491
12 C -3.25463 -0.21892 -1.43705  N11 1.379, O13 1.213, C14 1.522
13 O -4.09464 -0.23010 -2.31193  C12 1.213
14 C -1.76798 -0.49842 -1.60571  C12 1.522, C15 1.531, N22 1.495, H38 1.096
15 C -1.09415 0.51636 -2.53262  C14 1.531, C16 1.502, H39 1.094, H40 1.095
16 C -1.63899 0.51789 -3.93201  C15 1.502, C17 1.387, C21 1.386
17 C -2.25211 1.64785 -4.45310  C16 1.387, C18 1.381, H41 1.077
18 C -2.80343 1.63383 -5.71923  C17 1.381, C19 1.380, H42 1.078
19 C -2.74892 0.48807 -6.48583  C18 1.380, C20 1.380, H43 1.080
20 C -2.12432 -0.63653 -5.98647  C19 1.380, C21 1.381, H44 1.078
21 C -1.56706 -0.61801 -4.72261  C16 1.386, C20 1.381, H45 1.077
22 N -1.16881 -0.47716 -0.23603  C14 1.495, C23 1.365, C32 1.508
23 C 0.13153 -0.77540 0.05134  N22 1.365, C24 1.379, H46 1.075
24 C 0.63200 -0.73781 1.33595  C23 1.379, C25 1.381, H47 1.070
25 C 1.92087 -1.02454 1.74025  C24 1.381, C26 1.428, H48 1.076
26 C 2.35348 -0.96841 3.09984  C25 1.428, C27 1.409, C31 1.412
27 C 3.68522 -1.28975 3.42749  C26 1.409, C28 1.376, H49 1.076
28 C 4.12990 -1.24135 4.72839  C27 1.376, C29 1.384, H50 1.077
29 C 3.26606 -0.87906 5.74693  C28 1.384, C30 1.384, H51 1.078
30 C 1.94995 -0.56438 5.45713  C29 1.384, C31 1.377, H52 1.078
31 C 1.49403 -0.60439 4.15881  C26 1.412, C30 1.377, H53 1.076
32 C -2.24792 -0.12045 0.75549  N11 1.491, N22 1.508, C33 1.526, C34 1.528
33 C -1.93820 1.20782 1.43974  C32 1.526, H54 1.088, H55 1.088, H56 1.087
34 C -2.50363 -1.28124 1.71514  C32 1.528, H57 1.089, H58 1.087, H59 1.089
35 H -5.47889 0.47772 -0.39146  C10 1.088
36 H -5.10372 -0.36674 1.12222  C10 1.088
37 H -4.71513 1.35007 0.94861  C10 1.089
38 H -1.64880 -1.51066 -2.00990  C14 1.096
39 H -1.21915 1.51085 -2.09386  C15 1.094
40 H -0.01481 0.33237 -2.56207  C15 1.095
41 H -2.30318 2.53890 -3.85081  C17 1.077
42 H -3.29086 2.51460 -6.10502  C18 1.078
43 H -3.20019 0.46809 -7.46630  C19 1.080
44 H -2.08733 -1.53746 -6.57726  C20 1.078
45 H -1.07782 -1.49341 -4.33064  C21 1.077
46 H 0.77885 -1.04897 -0.76186  C23 1.075
47 H -0.05721 -0.45864 2.10475  C24 1.070
48 H 2.64622 -1.31169 0.99951  C25 1.076
49 H 4.35412 -1.58825 2.63966  C27 1.076
50 H 5.15281 -1.49007 4.95794  C28 1.077
51 H 3.61653 -0.84538 6.76606  C29 1.078
52 H 1.28055 -0.28977 6.25640  C30 1.078
53 H 0.46712 -0.35675 3.95581  C31 1.076
54 H -1.86393 1.98901 0.68580  C33 1.088
55 H -2.72912 1.48727 2.13302  C33 1.088
56 H -0.99912 1.19392 1.98653  C33 1.087
57 H -2.80424 -2.15540 1.14016  C34 1.089
58 H -1.62511 -1.55729 2.29225  C34 1.087
59 H -3.30874 -1.04877 2.41003  C34 1.089

Calculated values
- LUMO level: -2.310 eV
- 2S+1: 1
- M: 407.51 g/mol
- Total charge: 0
- HOMO energy: -5.610 eV

---

Quick one: most stable of them? (b)